(1)
{
  "formula": "C8H14BCl2I2NO8S",
  "method": "the ωB97M-V functional and the def2-TZVPD basis",
  "elements": ["C", "C", "I", "C", "I", "C", "C", "C", "O", "O", "O", "S", "O", "O", "O", "C", "O", "B", "N", "O", "H", "H", "H", "H", "H", "H", "H", "H", "H", "H", "H", "H", "C", "Cl", "Cl", "H", "H"],
  "coordinates": [[2.6480, -1.5380, 1.3755], [1.7491, -1.5789, 0.1348], [2.9310, -2.5922, -1.3854], [1.3654, -0.1486, -0.3422], [1.2643, -0.0563, -2.4921], [-0.0042, 0.3324, 0.2236], [-1.2401, -0.2152, -0.4867], [-1.8125, 0.5135, -1.6761], [-2.4934, -0.0664, -2.4605], [-1.5762, 1.8627, -1.8380], [-0.0361, -0.3889, 1.5345], [-0.0058, 0.5097, 2.8304], [1.0492, 0.0410, 3.6609], [-1.2897, 0.6709, 3.4066], [0.4515, 1.8173, 2.0582], [-0.1311, 1.8194, 0.7132], [-1.5024, 2.0195, 0.9037], [0.6548, 3.0984, 0.0486], [1.5619, 3.1114, -1.0847], [0.3941, 4.2802, 0.7031], [2.4633, -0.6283, 1.9381], [2.4033, -2.3714, 2.0287], [3.6987, -1.5855, 1.1131], [0.8926, -2.2283, 0.2416], [2.1742, 0.4982, -0.0118], [-1.0954, -1.2432, -0.8115], [-2.0152, -0.2389, 0.2791], [-0.7789, 1.9202, -2.3855], [-1.7589, 2.9039, 0.6301], [1.1600, 2.8581, -1.9737], [2.4294, 2.6061, -0.9640], [-0.4214, 4.7043, 0.4116], [-2.6213, -4.0913, -1.4076], [-1.6071, -3.4902, -0.0806], [-3.7396, -5.3415, -0.8669], [-3.1898, -3.2567, -1.8008], [-1.9719, -4.5073, -2.1673]],
  "lowdin_charge": [-0.162, -0.751, 0.786, -0.601, 1.027, -0.348, -0.099, -0.555, 0.138, 0.044, -0.194, 0.604, -0.216, -0.191, -0.113, -0.334, 0.056, -0.478, 0.160, 0.179, 0.054, 0.093, 0.042, 0.026, 0.091, 0.047, 0.152, 0.049, 0.115, 0.018, 0.069, 0.121, -0.992, 0.583, 0.524, 0.028, 0.029],
  "gap_ev": 8.4,
  "e_homo_ev": -9.0,
  "lumo_energy_ev": -0.60
}

---

(2)
{
  "formula": "C8H14CdNO8PSSe",
  "method": "the ωB97M-V functional and the def2-TZVPD basis",
  "elements": ["Cd", "C", "C", "C", "N", "C", "C", "H", "H", "H", "H", "H", "C", "P", "C", "C", "H", "H", "H", "H", "H", "H", "H", "H", "H", "O", "Se", "O", "O", "O", "O", "S", "O", "O", "O"],
  "coordinates": [[-3.6263, -5.6777, 8.1641], [-2.9654, -3.9406, 13.0524], [-1.8846, -3.9813, 12.1128], [-2.1958, -4.2627, 10.7920], [-3.4227, -4.5966, 10.4801], [-4.4188, -4.5063, 11.2886], [-4.2485, -4.1949, 12.6235], [-2.7684, -3.5690, 14.0493], [-0.8727, -3.7131, 12.4455], [-1.5315, -4.2506, 9.9304], [-5.4018, -4.6823, 10.8850], [-5.0807, -3.9796, 13.3020], [-3.3703, -8.3492, 10.5027], [-2.3495, -7.6060, 9.2562], [-2.0113, -8.9631, 8.0978], [-0.7684, -7.1027, 9.9859], [-2.9366, -9.1144, 11.1444], [-4.2981, -8.6538, 10.0060], [-3.6553, -7.5196, 11.1714], [-1.4143, -9.7437, 8.5285], [-1.5476, -8.4880, 7.2082], [-3.0114, -9.3284, 7.8105], [-0.0867, -7.8606, 10.3786], [-0.9911, -6.4378, 10.8126], [-0.2222, -6.5215, 9.2326], [-5.5534, -5.1432, 8.6844], [-6.5281, -6.5503, 8.6166], [-7.3381, -6.7510, 10.0467], [-5.3475, -7.7144, 8.3518], [-7.6152, -6.3802, 7.4212], [-1.8990, -4.2631, 7.5050], [-1.3052, -5.2704, 6.5149], [-0.2656, -6.1210, 7.1703], [-2.5026, -6.0896, 6.1979], [-0.7840, -4.6182, 5.3362]],
  "lowdin_charge": [1.295, -0.091, -0.061, -0.175, 0.003, -0.156, -0.073, 0.085, 0.095, 0.096, 0.090, 0.103, -0.308, 0.749, -0.264, -0.286, 0.034, 0.020, 0.034, 0.021, 0.037, 0.043, 0.035, 0.000, 0.015, -0.673, 0.733, -0.563, -0.619, -0.539, -0.531, 0.203, -0.449, -0.512, -0.393],
  "de_lowest_kj_mol": 0.0,
  "gap_ev": 7.2,
  "e_homo_ev": -2.5,
  "lumo_energy_ev": 4.62,
  "total_charge": -2
}

---

(3)
{
  "formula": "C8H14ClGdO3",
  "method": "the ωB97M-V functional and the def2-TZVPD basis",
  "elements": ["C", "O", "C", "C", "C", "C", "C", "O", "C", "C", "O", "Cl", "H", "H", "H", "H", "H", "H", "H", "H", "H", "H", "H", "H", "H", "H", "Gd"],
  "coordinates": [[-1.1830, -1.4058, 2.7977], [-0.9294, -1.1156, 1.4195], [-1.8148, -0.0794, 0.8925], [-1.0414, 1.0324, -0.0157], [-0.8223, 0.4769, -1.5217], [0.2105, -0.7357, -1.6613], [1.7576, -0.3048, -1.9004], [1.9377, 0.7064, -2.9185], [0.4102, 1.3518, 0.6594], [1.2012, 2.5067, -0.1716], [0.5391, 3.3737, -0.8057], [3.0466, 2.5072, -0.1124], [-0.3063, -2.1129, 3.1534], [-2.1566, -1.9983, 2.9842], [-1.1374, -0.4876, 3.4836], [-2.2504, 0.4790, 1.8143], [-2.7335, -0.4961, 0.3251], [-1.8585, 0.1351, -1.9196], [-0.5094, 1.3451, -2.2245], [0.2219, -1.4951, -0.8068], [-0.0871, -1.3319, -2.6121], [2.2832, -1.2677, -2.2867], [2.2484, -0.0520, -0.8929], [1.1522, 0.5920, -3.5123], [1.0398, 0.4145, 0.8249], [0.1789, 1.8399, 1.6837], [0.5802, -3.9178, 3.3819]],
  "lowdin_charge": [-0.148, -0.252, -0.149, -0.027, -0.160, -0.170, -0.270, -0.088, -0.129, -0.653, 0.024, 0.618, -0.199, 0.139, 0.147, 0.138, 0.152, 0.125, 0.127, 0.094, 0.131, 0.130, 0.074, 0.106, 0.094, 0.134, 2.014],
  "de_lowest_kj_mol": 160.8,
  "gap_ev": [2.9, 4.6],
  "e_homo_ev": [-14.3, -14.7],
  "lumo_energy_ev": [-11.39, -10.05],
  "spin_multiplicity": 8,
  "total_charge": 2
}

---

Repeat the third record exactly.
{
  "formula": "C8H14ClGdO3",
  "method": "the ωB97M-V functional and the def2-TZVPD basis",
  "elements": ["C", "O", "C", "C", "C", "C", "C", "O", "C", "C", "O", "Cl", "H", "H", "H", "H", "H", "H", "H", "H", "H", "H", "H", "H", "H", "H", "Gd"],
  "coordinates": [[-1.1830, -1.4058, 2.7977], [-0.9294, -1.1156, 1.4195], [-1.8148, -0.0794, 0.8925], [-1.0414, 1.0324, -0.0157], [-0.8223, 0.4769, -1.5217], [0.2105, -0.7357, -1.6613], [1.7576, -0.3048, -1.9004], [1.9377, 0.7064, -2.9185], [0.4102, 1.3518, 0.6594], [1.2012, 2.5067, -0.1716], [0.5391, 3.3737, -0.8057], [3.0466, 2.5072, -0.1124], [-0.3063, -2.1129, 3.1534], [-2.1566, -1.9983, 2.9842], [-1.1374, -0.4876, 3.4836], [-2.2504, 0.4790, 1.8143], [-2.7335, -0.4961, 0.3251], [-1.8585, 0.1351, -1.9196], [-0.5094, 1.3451, -2.2245], [0.2219, -1.4951, -0.8068], [-0.0871, -1.3319, -2.6121], [2.2832, -1.2677, -2.2867], [2.2484, -0.0520, -0.8929], [1.1522, 0.5920, -3.5123], [1.0398, 0.4145, 0.8249], [0.1789, 1.8399, 1.6837], [0.5802, -3.9178, 3.3819]],
  "lowdin_charge": [-0.148, -0.252, -0.149, -0.027, -0.160, -0.170, -0.270, -0.088, -0.129, -0.653, 0.024, 0.618, -0.199, 0.139, 0.147, 0.138, 0.152, 0.125, 0.127, 0.094, 0.131, 0.130, 0.074, 0.106, 0.094, 0.134, 2.014],
  "de_lowest_kj_mol": 160.8,
  "gap_ev": [2.9, 4.6],
  "e_homo_ev": [-14.3, -14.7],
  "lumo_energy_ev": [-11.39, -10.05],
  "spin_multiplicity": 8,
  "total_charge": 2
}